Record 1
C27H33Cl2NORhS2Si as an isolated structure at a distorted geometry, computed with wB97M-V/def2-TZVPD.

Each line ends with the natural charge from an NBO analysis.
Geometry (Å):
Rh  -0.9943  0.3812  0.6912  0.717
Cl  -1.2164  0.2810  3.2602  0.067
C  -2.1239  -1.1999  3.4865  -0.065
C  -2.3651  -1.5879  4.7905  -0.221
C  -3.0993  -2.7400  5.0153  -0.174
C  -3.5781  -3.4773  3.9460  -0.212
C  -3.3179  -3.0695  2.6489  -0.061
Cl  -3.9418  -4.0350  1.3603  0.052
C  -2.5719  -1.9111  2.3733  -0.160
S  -2.2572  -1.4805  0.6916  -0.038
H  -1.9871  -0.9943  5.6106  0.238
H  -3.2987  -3.0632  6.0274  0.236
H  -4.1552  -4.3766  4.1064  0.245
C  -1.1187  0.6007  -1.3566  -1.007
Si  0.5738  0.0368  -1.8612  1.654
C  1.6732  0.8210  -0.5253  -0.691
N  1.1093  0.6369  0.8473  -0.366
C  1.4464  1.8083  1.7026  -0.225
C  2.9438  1.9132  1.9761  -0.430
C  3.5213  0.5733  2.4780  -0.412
C  2.4112  -0.4452  2.7176  -0.412
C  1.6004  -0.6557  1.4481  -0.239
C  0.7170  -1.8246  -1.8874  -0.437
C  -0.3964  -2.6535  -2.0244  -0.208
C  -0.2608  -4.0326  -2.0971  -0.212
C  0.9992  -4.6088  -2.0390  -0.180
C  2.1230  -3.8033  -1.9150  -0.218
C  1.9786  -2.4266  -1.8433  -0.217
C  1.1659  0.7624  -3.4832  -0.516
C  1.2143  2.1496  -3.6511  -0.133
C  1.6119  2.7158  -4.8515  -0.233
C  1.9671  1.8969  -5.9153  -0.193
C  1.9209  0.5187  -5.7718  -0.195
C  1.5229  -0.0414  -4.5658  -0.191
H  -1.9423  0.0090  -1.7560  0.230
H  -1.2820  1.6609  -1.5608  0.211
H  1.7232  1.8928  -0.7295  0.234
H  2.7018  0.4513  -0.5662  0.230
H  0.8962  1.7169  2.6403  0.205
H  1.0685  2.6935  1.1937  0.226
H  3.0883  2.7030  2.7141  0.230
H  3.4598  2.2402  1.0732  0.217
H  4.0963  0.7211  3.3911  0.228
H  4.2159  0.1660  1.7394  0.208
H  1.7645  -0.1297  3.5393  0.204
H  2.8293  -1.4102  3.0069  0.237
H  0.7447  -1.3090  1.6261  0.229
H  2.2175  -1.1484  0.6973  0.219
H  -1.3905  -2.2264  -2.0750  0.210
H  -1.1387  -4.6569  -2.2004  0.222
H  1.1074  -5.6840  -2.0974  0.221
H  3.1089  -4.2483  -1.8807  0.221
H  2.8713  -1.8126  -1.7636  0.205
H  0.9329  2.8087  -2.8344  0.185
H  1.6442  3.7920  -4.9609  0.217
H  2.2782  2.3345  -6.8548  0.222
H  2.1944  -0.1217  -6.6001  0.220
H  1.4903  -1.1206  -4.4685  0.219
C  -2.8204  4.6531  1.1192  -0.801
S  -2.4778  3.2117  0.1266  1.264
C  -4.0436  2.3581  0.2783  -0.824
O  -1.5124  2.4363  1.0232  -0.977
H  -3.2179  4.3458  2.0844  0.247
H  -3.5297  5.2801  0.5794  0.253
H  -1.8802  5.1853  1.2431  0.258
H  -4.7436  2.7878  -0.4377  0.255
H  -4.4202  2.4348  1.2969  0.244
H  -3.8515  1.3157  0.0234  0.267

Computed properties:
max |F|	1.1	eV Å⁻¹
charge	+1
calculated total energy	-89667.8721	eV
relative energy (zero: lowest compared OMol25 entry of this formula, charge and spin)	4.7	kcal per mole



Record 2
A 5-piece molecular cluster, C27H33ClF6NO15 overall at a distorted geometry, computed with wB97M-V/def2-TZVPD.

Each line ends with the Mulliken charge.
Geometry (Å):
O  -0.1783  -4.0000  1.4136  -0.409
C  0.1284  -2.7616  0.9883  0.023
O  0.6924  -2.6561  -0.3985  -0.201
Cl  1.4759  -4.1610  -0.6677  0.058
C  -0.0289  -1.3896  1.8958  0.429
C  1.4194  -0.6935  2.3617  0.328
C  2.8996  -1.2749  1.9648  -0.455
C  3.6197  -0.0835  1.0373  -0.205
C  2.5089  0.6179  0.0021  0.263
F  3.2266  1.3031  -1.1345  -0.369
C  1.2984  0.6842  3.2375  -0.508
N  -0.0396  1.2905  3.5939  0.136
C  -1.4055  0.7037  3.1774  -0.184
C  -2.7103  1.5898  3.6527  -0.496
C  -2.4948  3.2355  3.4416  -0.712
C  -2.5218  3.6855  1.8551  -0.443
C  -1.1641  3.3147  1.0154  0.266
O  -0.8801  4.3580  -0.0238  -0.487
C  -1.5064  -0.7229  2.3087  0.110
C  -2.9365  -1.3935  1.8960  0.576
F  -2.9287  -2.8520  1.6530  -0.227
F  -4.0317  -1.1818  2.9166  -0.269
C  -3.3991  -0.6858  0.4650  0.778
F  -4.0136  0.6523  0.6370  -0.237
F  -2.1564  -0.4832  -0.3614  -0.230
F  -4.4074  -1.5136  -0.2851  -0.244
H  2.8902  -2.3176  1.4220  0.235
H  3.5232  -1.3104  2.9817  0.346
H  4.5519  -0.4669  0.4435  0.140
H  3.8780  0.7801  1.8199  0.269
H  1.9089  1.4744  0.5728  0.055
H  1.7143  -0.1504  -0.3948  0.031
H  2.2877  1.2374  3.5816  0.297
H  -0.0050  2.1824  4.1743  0.356
H  -3.7034  1.3444  3.0829  0.261
H  -2.7894  1.4446  4.8307  0.343
H  -1.5964  3.6632  4.0556  0.290
H  -3.4746  3.7190  3.9231  0.344
H  -3.4790  3.2646  1.2868  0.097
H  -2.6158  4.8725  1.8430  0.348
H  -0.2220  3.1286  1.6948  0.006
H  -1.4178  2.3313  0.3880  0.020
H  -0.4337  3.8373  -0.7783  0.299
C  -5.1209  -1.0790  -3.5659  -0.164
C  -5.2735  0.3954  -3.3762  -0.215
O  -5.6723  0.8485  -4.6560  -0.334
C  -6.2417  -0.2155  -5.2942  0.578
O  -6.8470  -0.1416  -6.3505  -0.524
O  -6.0463  -1.3720  -4.5958  -0.329
H  -5.3586  -1.6422  -2.6593  0.207
H  -4.1167  -1.3554  -3.9039  0.265
H  -6.0568  0.6450  -2.6527  0.268
H  -4.3398  0.8743  -3.0687  0.253
C  7.2387  -0.5909  -3.3112  -0.339
C  7.7288  0.2173  -2.1538  -0.313
O  6.6944  0.0783  -1.1984  -0.288
C  6.0327  -1.0783  -1.4955  0.690
O  5.1920  -1.5945  -0.7782  -0.623
O  6.4351  -1.5818  -2.6988  -0.317
H  8.0560  -1.0486  -3.8752  0.295
H  6.6171  -0.0055  -3.9967  0.275
H  8.6574  -0.1795  -1.7300  0.275
H  7.8778  1.2689  -2.4139  0.295
C  -0.7361  -7.5638  3.1862  -0.306
C  0.4710  -7.3096  2.3429  0.021
O  1.4711  -8.0974  2.9604  -0.328
C  0.8292  -9.0902  3.6430  0.624
O  1.3871  -10.0482  4.1516  -0.533
O  -0.5177  -8.8716  3.6811  -0.316
H  -1.6641  -7.5174  2.6098  0.299
H  -0.8079  -6.8730  4.0328  0.270
H  0.3392  -7.6507  1.3106  0.206
H  0.7582  -6.2546  2.3347  0.056
C  -0.1283  6.3778  -4.7243  -0.311
C  -0.0305  7.0965  -3.4178  -0.296
O  0.1685  6.0510  -2.4853  -0.301
C  0.7032  5.0009  -3.1745  0.696
O  1.1566  3.9951  -2.6545  -0.560
O  0.6651  5.2236  -4.5208  -0.300
H  0.2584  6.9722  -5.5565  0.291
H  -1.1526  6.0665  -4.9547  0.261
H  0.8282  7.7749  -3.3771  0.256
H  -0.9387  7.6582  -3.1829  0.288

Computed properties:
max |F|	9.4	eV Å⁻¹
charge	+1
calculated total energy	-89540.8351	eV



Record 3
C27H33ClFeN15O4 as an isolated structure, computed with wB97M-V/def2-TZVPD.

Each line ends with the Mulliken charge.
Geometry (Å):
Fe  -0.2248  0.2340  0.0029  -0.721
C  -4.3239  -0.8235  -0.4395  -0.594
C  -3.1100  -0.1882  -0.6789  -0.095
N  -2.1953  -0.0868  0.2752  0.583
C  -2.4855  -0.5995  1.4766  -0.048
C  -3.6977  -1.2389  1.6912  -0.243
N  -4.6132  -1.3553  0.7384  -0.581
C  -1.4257  -0.4456  2.4989  0.750
C  -1.5454  -1.0083  3.7629  -0.941
C  -0.5044  -0.8603  4.6636  0.704
C  0.5816  -0.0813  4.2951  -0.948
C  0.6156  0.4861  3.0249  -0.546
N  -0.3459  0.2576  2.1239  0.064
C  1.7300  1.4032  2.6745  0.771
C  3.0291  1.1556  3.1016  -0.370
N  4.0266  1.9932  2.8441  -0.532
C  3.7240  3.0790  2.1472  -0.699
C  2.4264  3.3215  1.7038  -0.067
N  1.4275  2.4968  1.9761  -0.134
C  -0.5603  -1.5157  5.9928  0.331
C  -1.0584  -2.8195  6.1031  -0.399
C  -1.1001  -3.4375  7.3467  -0.547
N  -0.6549  -2.6977  8.3247  0.024
C  -0.1705  -1.4870  8.3716  -0.522
C  -0.1105  -0.8499  7.1387  -0.372
H  -5.0648  -0.9144  -1.2234  0.410
H  -2.8616  0.2308  -1.6430  0.381
H  -3.9541  -1.6726  2.6486  0.411
H  -2.4385  -1.5499  4.0350  0.835
H  1.4008  0.0940  4.9782  0.783
H  3.2872  0.2466  3.6342  0.482
H  4.5266  3.7744  1.9341  0.426
H  2.2011  4.2043  1.1173  0.392
H  -1.3785  -3.3870  5.2390  0.602
H  -1.4432  -4.4487  7.5333  0.432
H  0.1284  -1.0516  9.3181  0.433
H  0.2543  0.1681  7.1073  0.555
C  -0.0095  4.9533  -2.6353  -1.091
N  -0.2370  4.2049  -1.4057  0.142
C  -0.5956  4.9208  -0.1911  -0.888
C  -0.2821  2.8489  -1.3800  0.678
N  -0.4924  2.1516  -0.3177  -0.096
N  -0.1200  2.2351  -2.6132  0.016
C  -0.1412  0.8786  -2.8730  0.430
N  0.0435  0.5690  -4.1798  -0.411
N  -0.3430  0.0076  -1.9531  -0.144
H  0.1647  5.9934  -2.3797  0.290
H  -0.8666  4.9152  -3.3142  0.351
H  0.8897  4.6079  -3.1492  0.412
H  -0.5376  5.9871  -0.3825  0.280
H  0.0848  4.6847  0.6297  0.254
H  -1.6166  4.6864  0.1223  0.340
H  -0.5503  2.7110  0.5230  0.076
H  0.0028  2.8378  -3.4067  0.246
H  0.2384  1.2618  -4.8792  0.166
H  0.0851  -0.3960  -4.4585  0.212
H  -0.2567  -0.9547  -2.2729  0.097
O  1.5084  -3.4883  0.3399  -0.691
Cl  0.2759  -3.0240  -0.2257  1.856
O  0.4449  -2.7110  -1.6172  -0.725
O  -0.7831  -3.9432  -0.0088  -0.674
O  -0.0834  -1.7629  0.4911  -0.709
C  5.5667  -1.2268  1.4631  -1.034
C  6.0792  -0.6432  0.1508  0.842
C  6.4671  0.8240  0.2887  -1.289
C  5.0849  -0.8648  -0.9872  -1.363
N  3.7955  -0.1984  -0.7817  0.889
C  2.7044  -0.6270  -0.1511  -0.989
N  1.7838  0.3065  -0.2609  1.431
N  2.3505  1.3269  -0.9449  -0.099
N  3.5524  1.0287  -1.2573  -1.222
H  6.3225  -1.1315  2.2422  0.443
H  5.3143  -2.2844  1.3627  0.396
H  4.6794  -0.6897  1.8084  -0.135
H  6.9651  -1.2110  -0.1484  0.316
H  5.6035  1.4349  0.5590  0.038
H  6.8784  1.2174  -0.6415  0.393
H  7.2151  0.9469  1.0714  0.437
H  4.8686  -1.9256  -1.1135  0.453
H  5.4683  -0.4749  -1.9284  0.394
H  2.5850  -1.6062  0.2860  0.674

Computed properties:
max |F|	0.4	eV Å⁻¹
charge	+2
calculated total energy	-105964.9913	eV
multiplicity	2



Record 4
One molecule with the formula C27H33F3N2O4, computed with wB97M-V/def2-TZVPD.

Each line ends with the natural charge from an NBO analysis.
Geometry (Å):
C  -5.3141  -3.0119  0.3619  -0.255
H  -5.4250  -3.4325  -0.6425  0.176
O  -4.0437  -3.2952  0.9006  -0.499
C  -2.9395  -2.8644  0.2295  0.297
C  -1.7109  -3.2412  0.7750  -0.263
C  -0.5327  -2.8614  0.1719  -0.177
C  -0.5448  -2.0892  -0.9849  -0.080
C  -1.7649  -1.7073  -1.5169  -0.189
C  -2.9570  -2.0914  -0.9251  -0.270
H  -3.8880  -1.7764  -1.3697  0.215
H  -1.7911  -1.0966  -2.4072  0.220
C  0.7461  -1.6916  -1.6426  -0.087
H  0.5579  -0.9582  -2.4383  0.206
O  1.6209  -1.1383  -0.6776  -0.551
C  2.8819  -0.8200  -1.2065  -0.059
C  3.7691  -0.2937  -0.0738  -0.075
N  3.4223  1.0744  0.2823  -0.444
C  2.8386  1.2980  1.4841  0.700
O  2.6515  0.4194  2.3029  -0.635
C  2.4096  2.7344  1.7457  -0.509
H  2.1522  2.8175  2.8014  0.248
H  3.2313  3.4197  1.5378  0.214
C  1.1789  3.0778  0.8922  -0.207
N  1.2536  2.4874  -0.4226  -0.442
C  0.3165  1.6783  -0.9764  0.689
O  0.3657  1.3424  -2.1458  -0.638
C  -0.8088  1.2312  -0.0968  -0.162
C  -2.1064  1.5617  -0.4608  -0.115
C  -3.1698  1.0904  0.2952  -0.172
C  -2.9513  0.2866  1.4059  -0.169
C  -1.6557  -0.0597  1.7458  -0.218
C  -0.5863  0.4028  0.9996  -0.115
H  0.4174  0.1042  1.2569  0.241
H  -1.4774  -0.6992  2.5952  0.227
H  -3.7866  -0.0733  1.9868  0.230
C  -4.5675  1.4817  -0.0834  0.974
F  -4.9423  2.6468  0.4862  -0.328
F  -5.4869  0.5768  0.2950  -0.330
F  -4.7294  1.6481  -1.4045  -0.324
H  -2.2839  2.1754  -1.3311  0.229
C  2.4205  2.8255  -1.2014  -0.236
H  2.5508  3.9123  -1.2099  0.196
C  3.7005  2.1423  -0.6508  -0.235
H  4.2653  1.7188  -1.4804  0.223
H  4.3418  2.8896  -0.1692  0.198
H  2.2175  2.4879  -2.2200  0.252
H  1.1012  4.1687  0.7853  0.196
H  0.2759  2.7188  1.3855  0.235
C  5.2625  -0.4387  -0.3967  -0.401
H  5.8188  0.3348  0.1372  0.210
H  5.4224  -0.2900  -1.4677  0.198
C  5.8221  -1.8093  0.0099  -0.213
C  7.1429  -2.0727  -0.7111  -0.599
H  7.8689  -1.3003  -0.4659  0.201
H  7.0017  -2.0823  -1.7897  0.205
H  7.5532  -3.0341  -0.4121  0.210
C  6.0269  -1.8867  1.5208  -0.608
H  5.1112  -1.6516  2.0565  0.218
H  6.7951  -1.1817  1.8325  0.199
H  6.3435  -2.8861  1.8094  0.210
H  5.1048  -2.5812  -0.2877  0.194
H  3.5226  -0.8795  0.8176  0.259
H  3.3460  -1.7217  -1.6390  0.170
H  2.7789  -0.0769  -2.0126  0.173
H  1.2229  -2.5791  -2.0968  0.169
H  0.4133  -3.1521  0.6016  0.220
H  -1.7121  -3.8391  1.6729  0.223
H  -6.0289  -3.4877  1.0315  0.199
H  -5.5115  -1.9369  0.3298  0.183

Computed properties:
max |F|	0.6	eV Å⁻¹
SMILES string	COc1ccc(COC[C@@H](CC(C)C)N2CCN(C(=O)c3cccc(C(F)(F)F)c3)CCC2=O)cc1
calculated total energy	-47858.7697	eV



Q: Look up the max |F| of the fourth one.
A: 0.6 eV Å⁻¹



Q: Look up the max |F| of the third one.
A: 0.4 eV Å⁻¹